No. 1
Here is a 2-piece molecular cluster, C4H10NO2S overall in a non-equilibrium geometry from the OMol25 dataset. Energies are from wB97M-V/def2-TZVPD.

- LUMO energy: 3.751 eV
- HOMO energy: -3.16 eV
- Charge: -1
- Strongest force on any atom: 2.294 eV/Å
- ΔE to the lowest compared entry with this formula, charge and spin: 31.3 kcal per mole

Last columns: bonded neighbours and bond lengths (Å).
Element x y z (Å)
1 C -1.230 0.860 -0.036  N2 1.438, C5 1.530, H8 1.116, H9 1.103
2 N -1.238 -0.299 0.814  C1 1.438, C3 1.362, H10 1.034
3 C -1.620 -0.249 2.120  N2 1.362, O4 1.219, H11 1.101
4 O -1.503 -1.222 2.846  C3 1.219
5 C 0.069 1.638 -0.259  C1 1.530, C6 1.524, H12 1.099, H13 1.117
6 C 1.379 0.885 -0.455  C5 1.524, S7 1.817, H14 1.113, H15 1.117
7 S 1.591 0.313 -2.167  C6 1.817
8 H -1.632 0.576 -1.038  C1 1.116
9 H -2.046 1.545 0.254  C1 1.103
10 H -0.692 -1.086 0.422  N2 1.034
11 H -2.180 0.653 2.410  C3 1.101
12 H -0.132 2.401 -1.024  C5 1.099
13 H 0.180 2.378 0.569  C5 1.117
14 H 2.112 1.492 0.122  C6 1.113
15 H 1.376 0.106 0.346  C6 1.117
16 H 0.689 -1.943 -1.293  O18 0.972
17 H 1.339 -1.567 -0.033  O18 0.966
18 O 0.566 -2.059 -0.336  H16 0.972, H17 0.966

=====

No. 2
Here is an isolated ion of composition C4H10NO2S and charge +1 in a non-equilibrium geometry from the OMol25 dataset. Energies are from wB97M-V/def2-TZVPD.

- LUMO energy: -4.473 eV
- HOMO energy: -13.68 eV
- Charge: +1
- Strongest force on any atom: 5.393 eV/Å
- ΔE to the lowest compared entry with this formula, charge and spin: 69.6 kcal per mole

Last columns: bonded neighbours and bond lengths (Å).
Element x y z (Å)
1 C -0.745 1.554 0.229  C4 1.469, O7 1.563, S8 1.614
2 C -0.690 -0.785 1.235  C4 1.575, H9 1.102, H10 1.098, H11 1.070
3 C 1.468 0.189 0.285  C4 1.557, H12 1.100, H13 1.103, H14 1.238
4 C -0.086 0.241 0.204  C1 1.469, C2 1.575, C3 1.557, N5 1.518
5 N -0.438 -0.289 -1.174  C4 1.518, H15 0.994, H16 0.978, H17 1.020
6 O -1.503 3.713 0.925  S8 1.453
7 O -0.823 2.120 -1.226  C1 1.563, H18 1.051
8 S -1.214 2.415 1.510  C1 1.614, O6 1.453
9 H -1.784 -0.912 1.275  C2 1.102
10 H -0.268 -1.773 1.006  C2 1.098
11 H -0.484 -0.480 2.240  C2 1.070
12 H 1.917 -0.766 -0.028  C3 1.100
13 H 1.770 1.001 -0.398  C3 1.103
14 H 1.765 0.414 1.466  C3 1.238
15 H -1.212 -0.872 -0.951  N5 0.994
16 H 0.257 -0.922 -1.446  N5 0.978
17 H -0.638 0.605 -1.622  N5 1.020
18 H -1.166 3.101 -1.069  O7 1.051

=====

No. 3
Here is a 2-piece molecular cluster, C4H10NO3 overall in a non-equilibrium geometry from the OMol25 dataset. Energies are from wB97M-V/def2-TZVPD.

- LUMO energy: 3.879 eV
- HOMO energy: -4.48 eV
- Charge: -1
- Strongest force on any atom: 1.648 eV/Å
- ΔE to the lowest compared entry with this formula, charge and spin: 15.5 kcal per mole

Last columns: bonded neighbours and bond lengths (Å).
Element x y z (Å)
1 O -3.444 -0.203 0.542  C2 1.234
2 C -2.290 0.207 0.389  O1 1.234, O3 1.257, C4 1.573
3 O -1.797 1.309 0.741  C2 1.257
4 C -1.339 -0.716 -0.458  C2 1.573, C5 1.521, H8 1.101, H9 1.092
5 C 0.097 -0.767 0.041  C4 1.521, C6 1.498, H10 1.095, H11 1.086
6 C 1.116 -0.914 -1.047  C5 1.498, N7 1.506, H12 1.089, H13 1.087
7 N 2.527 -0.744 -0.550  C6 1.506, H14 1.013, H15 1.011
8 H -1.432 -0.262 -1.456  C4 1.101
9 H -1.770 -1.720 -0.450  C4 1.092
10 H 0.184 -1.455 0.888  C5 1.095
11 H 0.289 0.191 0.517  C5 1.086
12 H 1.109 -1.863 -1.580  C6 1.089
13 H 0.959 -0.105 -1.756  C6 1.087
14 H 2.525 -0.349 0.382  N7 1.013
15 H 2.994 -0.067 -1.139  N7 1.011
16 H -0.338 2.173 1.051  O18 0.990
17 H 0.259 2.541 2.412  O18 0.968
18 O 0.351 2.747 1.471  H16 0.990, H17 0.968

=====

No. 4
Here is a 2-piece molecular cluster, C4H10NO3 overall in a non-equilibrium geometry from the OMol25 dataset. Energies are from wB97M-V/def2-TZVPD.

- LUMO energy: 3.563 eV
- HOMO energy: -2.63 eV
- Charge: -1
- Strongest force on any atom: 6.366 eV/Å
- ΔE to the lowest compared entry with this formula, charge and spin: 103.5 kcal per mole

Last columns: bonded neighbours and bond lengths (Å).
Element x y z (Å)
1 C -1.609 -2.023 0.664  C2 1.482, H8 1.072, H9 1.040, H10 1.145
2 C -0.157 -2.150 0.932  C1 1.482, N3 1.391, O7 1.276
3 N 0.706 -1.060 0.971  C2 1.391, C4 1.578, H11 1.020
4 C 0.740 -0.231 -0.371  N3 1.578, C5 1.736, H12 1.101, H13 1.091
5 C 2.030 0.874 -0.017  C4 1.736, O6 1.372, H14 1.087, H15 1.115
6 O 1.571 2.053 -0.549  C5 1.372
7 O 0.267 -3.210 1.499  C2 1.276
8 H -1.894 -0.994 0.572  C1 1.072
9 H -2.426 -2.310 1.240  C1 1.040
10 H -1.894 -2.488 -0.343  C1 1.145
11 H 1.599 -1.221 1.438  N3 1.020
12 H 0.946 -0.702 -1.345  C4 1.101
13 H -0.289 0.126 -0.444  C4 1.091
14 H 2.204 0.955 1.053  C5 1.087
15 H 2.872 0.407 -0.581  C5 1.115
16 H -0.859 3.927 -1.254  O18 1.031
17 H -1.994 3.747 -2.092  O18 0.926
18 O -1.812 4.302 -1.373  H16 1.031, H17 0.926